1.
This record from the Open Molecules 2025 dataset describes an isolated molecule of C6H14OSi in a non-equilibrium geometry. The level of theory is wB97M-V/def2-TZVPD.

E_LUMO: 1.00 eV
SMILES string: C=C[Si@H](OC)C(C)C

Last column: Löwdin charge in e.
CARTESIAN COORDINATES (ANGSTROEM)
1 C 2.092 2.103 -0.551  -0.074
2 C 2.036 1.204 0.376  -0.255
3 C -2.151 1.170 -0.159  -0.142
4 C -1.560 -1.228 -0.587  -0.138
5 C 1.846 -2.085 0.415  -0.177
6 C -1.021 0.184 -0.441  -0.442
7 O 1.065 -1.272 1.177  -0.321
8 Si 0.525 0.221 0.866  0.617
9 H 3.015 2.379 -1.005  0.044
10 H 1.173 2.425 -1.097  0.063
11 H 2.885 0.883 0.926  0.054
12 H -2.281 1.500 0.848  0.052
13 H -1.869 2.112 -0.626  0.062
14 H -3.038 0.691 -0.701  0.093
15 H -1.257 -1.903 0.223  0.059
16 H -1.163 -1.672 -1.463  0.057
17 H -2.711 -1.181 -0.524  0.096
18 H 1.101 -2.682 -0.167  0.094
19 H 2.403 -2.777 1.009  0.068
20 H 2.642 -1.492 -0.151  0.103
21 H -0.685 0.548 -1.421  0.089
22 H 0.362 0.558 2.223  -0.003

=====

2.
This record from the Open Molecules 2025 dataset describes a structure of composition C6H15AsCsF6NO2 in a non-equilibrium geometry. The level of theory is wB97M-V/def2-TZVPD.

E_LUMO: -0.53 eV

Last column: Löwdin charge in e.
CARTESIAN COORDINATES (ANGSTROEM)
1 Cs -0.960 -1.941 -0.117  1.083
2 As 0.863 -1.721 -3.520  0.693
3 F 1.273 -0.511 -2.399  -0.255
4 F 2.550 -2.069 -3.914  -0.267
5 F 0.508 -3.012 -4.644  -0.257
6 F -0.820 -1.508 -3.153  -0.334
7 F 0.729 -0.489 -4.747  -0.251
8 F 0.954 -2.917 -2.233  -0.369
9 C 2.624 -1.615 1.422  -0.063
10 O 1.540 -0.716 1.643  -0.290
11 C 1.117 -0.593 2.945  -0.243
12 C -0.058 0.424 3.014  -0.192
13 N -0.683 0.710 1.751  -0.141
14 C -1.416 1.939 1.501  -0.183
15 C -2.165 1.898 0.165  -0.239
16 O -1.328 1.324 -0.820  -0.285
17 C -1.728 1.581 -2.181  -0.079
18 H 2.718 -1.593 0.360  0.085
19 H 2.420 -2.660 1.720  0.098
20 H 3.481 -1.214 2.007  0.109
21 H 1.895 -0.172 3.681  0.148
22 H 0.888 -1.599 3.272  0.111
23 H 0.420 1.370 3.311  0.113
24 H -0.789 0.136 3.796  0.127
25 H 0.065 0.680 1.043  0.087
26 H -0.727 2.738 1.405  0.111
27 H -2.177 2.126 2.257  0.127
28 H -2.548 2.892 -0.130  0.118
29 H -3.162 1.319 0.136  0.140
30 H -2.677 1.053 -2.403  0.094
31 H -0.901 1.405 -2.900  0.090
32 H -1.905 2.735 -2.269  0.114

=====

3.
This record from the Open Molecules 2025 dataset describes a structure of composition C6H15AsNNiO6Se. The level of theory is wB97M-V/def2-TZVPD.

net charge: -1
E_LUMO (spin up / spin down): 2.78 / 2.78 eV

Last column: Löwdin charge in e.
CARTESIAN COORDINATES (ANGSTROEM)
1 Ni -0.763 -0.755 0.421  0.336
2 N 0.107 1.553 -1.960  0.170
3 C 0.773 0.389 -2.151  -0.577
4 O 1.998 0.319 -2.097  -0.012
5 C -0.103 -0.814 -2.428  -0.197
6 C -0.260 -1.673 -1.164  -0.215
7 H 0.619 2.322 -1.565  0.098
8 H -0.869 1.502 -1.698  0.062
9 H 0.390 -1.391 -3.217  0.104
10 H -1.078 -0.482 -2.789  0.099
11 H 0.683 -2.187 -0.960  0.045
12 H -1.022 -2.442 -1.346  0.051
13 O -1.271 0.405 2.001  -0.535
14 Se -2.124 1.428 0.976  0.811
15 O -1.236 2.751 0.674  -0.492
16 O -2.071 0.404 -0.372  -0.487
17 O -3.620 1.710 1.485  -0.470
18 C 3.272 -1.209 2.355  -0.209
19 As 1.501 -0.464 2.200  1.023
20 C 1.754 1.182 1.253  -0.184
21 C 0.873 -0.078 3.967  -0.199
22 O 0.593 -1.652 1.451  -0.496
23 H 3.943 -0.534 2.885  0.032
24 H 3.637 -1.371 1.342  0.039
25 H 3.216 -2.165 2.873  0.033
26 H 2.452 1.790 1.832  0.043
27 H 0.801 1.703 1.156  0.008
28 H 2.173 0.944 0.272  0.030
29 H 1.539 0.630 4.462  0.037
30 H 0.825 -1.009 4.529  0.039
31 H -0.123 0.339 3.839  0.019

=====

4.
This record from the Open Molecules 2025 dataset describes an isolated molecule of C6H15BO in a non-equilibrium geometry. The level of theory is wB97M-V/def2-TZVPD.

E_LUMO: 0.74 eV
SMILES string: BO[C@H](C)C(C)(C)C

Last column: Löwdin charge in e.
CARTESIAN COORDINATES (ANGSTROEM)
1 B -2.153 -1.894 -0.573  -0.184
2 C 0.897 -1.804 0.246  -0.019
3 C -0.666 1.738 -0.672  -0.049
4 C -0.075 1.174 1.657  0.006
5 C 1.779 0.947 -0.288  -0.068
6 C -0.113 -0.711 -0.210  -0.331
7 C 0.321 0.785 0.126  -0.462
8 O -1.491 -0.998 0.146  -0.031
9 H -1.757 -2.713 -1.360  0.052
10 H -3.270 -2.154 -0.160  0.043
11 H 1.110 -1.868 1.337  0.103
12 H 0.485 -2.718 -0.197  0.078
13 H 1.759 -1.441 -0.275  0.046
14 H -0.467 1.929 -1.740  0.079
15 H -0.796 2.728 -0.262  0.067
16 H -1.613 1.126 -0.721  0.092
17 H 0.630 0.619 2.220  0.066
18 H -1.061 0.843 1.800  0.064
19 H 0.058 2.185 1.686  0.041
20 H 2.540 0.226 0.076  0.078
21 H 1.958 0.838 -1.412  0.112
22 H 2.024 1.953 -0.073  0.064
23 H -0.098 -0.791 -1.351  0.154

=====

| no. | electronic energy (eV) |
| --- | --- |
| 1 | -16372.8891 |
| 2 | -89744.7658 |
| 3 | -187468.6024 |
| 4 | -9188.4645 |